{"formula": "C46H110N10O18", "method": "wB97M-V/def2-TZVPD", "species": ["C", "O", "C", "C", "O", "C", "H", "H", "H", "H", "H", "H", "H", "H", "H", "H", "C", "O", "C", "C", "O", "C", "H", "H", "H", "H", "H", "H", "H", "H", "H", "H", "C", "O", "C", "C", "O", "C", "H", "H", "H", "H", "H", "H", "H", "H", "H", "H", "C", "O", "C", "C", "O", "C", "H", "H", "H", "H", "H", "H", "H", "H", "H", "H", "C", "C", "O", "N", "C", "H", "H", "H", "H", "H", "H", "H", "C", "C", "O", "N", "C", "H", "H", "H", "H", "H", "H", "H", "C", "C", "O", "N", "C", "H", "H", "H", "H", "H", "H", "H", "C", "C", "O", "N", "C", "H", "H", "H", "H", "H", "H", "H", "C", "C", "O", "N", "C", "H", "H", "H", "H", "H", "H", "H", "C", "C", "O", "N", "C", "H", "H", "H", "H", "H", "H", "H", "C", "C", "O", "N", "C", "H", "H", "H", "H", "H", "H", "H", "C", "C", "O", "N", "C", "H", "H", "H", "H", "H", "H", "H", "C", "C", "O", "N", "C", "H", "H", "H", "H", "H", "H", "H", "C", "C", "O", "N", "C", "H", "H", "H", "H", "H", "H", "H"], "xyz": [[21.6846, 19.1287, 12.2258], [20.6591, 18.6820, 13.0375], [19.6841, 18.0937, 12.1893], [18.5959, 17.4558, 12.9947], [17.7799, 18.3973, 13.6053], [16.8866, 17.8850, 14.5855], [21.2470, 19.9783, 11.5908], [22.0705, 18.3189, 11.5522], [22.6343, 19.4747, 12.7278], [20.1995, 17.2533, 11.6879], [19.3279, 18.9228, 11.5505], [19.1408, 16.8213, 13.6599], [18.0565, 16.7912, 12.2698], [17.4148, 17.1991, 15.2869], [16.0643, 17.3514, 14.0816], [16.4940, 18.7217, 15.2653], [23.4300, 12.6215, 18.3836], [23.0512, 13.2072, 17.1333], [21.7219, 12.7946, 16.7567], [21.6663, 11.3745, 16.2427], [21.8445, 11.4341, 14.8112], [20.8373, 10.7048, 14.0962], [23.2350, 11.5166, 18.3947], [22.9089, 13.1378, 19.2042], [24.5125, 12.7951, 18.4632], [21.4404, 13.4318, 15.9152], [21.0217, 12.9775, 17.5634], [20.6808, 10.8868, 16.5252], [22.4158, 10.6600, 16.6782], [19.8920, 10.7642, 14.6209], [21.2212, 9.6308, 14.0505], [20.7431, 11.1389, 13.1122], [19.2836, 17.3734, 7.0249], [18.6523, 16.1873, 7.3831], [18.1853, 16.2747, 8.7291], [17.2066, 15.1563, 9.0139], [17.9306, 14.0736, 9.5597], [17.2156, 12.8208, 9.4733], [20.2045, 17.5304, 7.4661], [18.6024, 18.2405, 7.2114], [19.5090, 17.3489, 6.0012], [17.6173, 17.2375, 8.9035], [19.0078, 16.2372, 9.4489], [16.6271, 14.8712, 8.1301], [16.5483, 15.5195, 9.8190], [16.9829, 12.8235, 8.4392], [16.2801, 12.8345, 10.0687], [17.8600, 12.0352, 9.8192], [18.3931, 14.0971, 13.1606], [17.1328, 13.8529, 13.7735], [16.1467, 13.5918, 12.8251], [14.7919, 13.2805, 13.4801], [15.0502, 12.2063, 14.3567], [14.8210, 10.8777, 13.7336], [18.4483, 14.6981, 12.2792], [18.8542, 13.1008, 12.9816], [19.0240, 14.5104, 13.9076], [16.4140, 12.6962, 12.2727], [16.0385, 14.4846, 12.2297], [14.0799, 13.0954, 12.6630], [14.4451, 14.1484, 14.0608], [14.1736, 10.3660, 14.4018], [15.8223, 10.4471, 13.5837], [14.2802, 10.9779, 12.8117], [15.6082, 6.7194, 10.6319], [15.6585, 7.6958, 11.7307], [15.4055, 8.9102, 11.6177], [16.1446, 7.3004, 12.8948], [16.4048, 5.9423, 13.3620], [14.7631, 6.0304, 10.6973], [16.4981, 6.1128, 10.6863], [15.6066, 7.3141, 9.7299], [15.9862, 7.8905, 13.6674], [16.9461, 5.3919, 12.5671], [15.4604, 5.3704, 13.5826], [16.9318, 5.9975, 14.3370], [13.2334, 13.1789, 9.5328], [13.3979, 11.8328, 10.2102], [12.7204, 11.6744, 11.2326], [14.2681, 10.8432, 9.8215], [14.5442, 10.7385, 8.3596], [12.2683, 13.3203, 9.1317], [13.9629, 13.4530, 8.7876], [13.2773, 13.8924, 10.3471], [14.3344, 10.0684, 10.4978], [13.5704, 10.7214, 7.8693], [15.0467, 9.8163, 8.1414], [15.1104, 11.5911, 8.0102], [23.7346, 11.3337, 8.9358], [23.4338, 12.4278, 9.9992], [24.4021, 13.0104, 10.4848], [22.1596, 12.6622, 10.3967], [20.8391, 12.2672, 9.8011], [24.8312, 11.2544, 8.8960], [23.2618, 11.6845, 7.9828], [23.2929, 10.3529, 9.1174], [22.0291, 13.5140, 10.9853], [20.5060, 12.7901, 8.8875], [20.1108, 12.4804, 10.5837], [20.9589, 11.2363, 9.5271], [23.4717, 14.1031, 13.4789], [22.3262, 15.0175, 13.3619], [21.4739, 14.8693, 12.4435], [22.2633, 16.1323, 14.1663], [23.2384, 16.7308, 15.1385], [22.9733, 13.1234, 13.6195], [24.1542, 14.4139, 14.2550], [23.9161, 13.9434, 12.4772], [21.5279, 16.7802, 13.9177], [23.2738, 16.1736, 16.0462], [22.8625, 17.7812, 15.3979], [24.2603, 16.6474, 14.8163], [12.8303, 11.4877, 18.4375], [13.2602, 12.9536, 18.3134], [12.8910, 13.7818, 19.1382], [14.1113, 13.2793, 17.2388], [14.9654, 14.4817, 17.2812], [12.7902, 11.0719, 17.4327], [11.8332, 11.4229, 18.8790], [13.5809, 10.9280, 19.0179], [14.5191, 12.4842, 16.7561], [14.4686, 15.3961, 16.9256], [15.8294, 14.4269, 16.5684], [15.3034, 14.7481, 18.3166], [11.0731, 6.9169, 13.3750], [11.7630, 7.9675, 12.5479], [12.3014, 7.6800, 11.4855], [11.8809, 9.2127, 13.0876], [10.9671, 9.7431, 14.0726], [10.1175, 7.2342, 13.7714], [11.6967, 6.6504, 14.2112], [10.8469, 6.0419, 12.7824], [12.5058, 9.8814, 12.6317], [10.4885, 8.9681, 14.6516], [10.1593, 10.4229, 13.6521], [11.4770, 10.2659, 14.9412], [10.6822, 15.0391, 15.8668], [10.6286, 16.4874, 16.3149], [10.3583, 17.3797, 15.5217], [10.9278, 16.7144, 17.5899], [10.8841, 18.0567, 18.2260], [10.0088, 14.7860, 15.0518], [10.6067, 14.2553, 16.6513], [11.6656, 14.8166, 15.4422], [11.1072, 15.8752, 18.1554], [10.3606, 18.7410, 17.5496], [11.8835, 18.4676, 18.4684], [10.2789, 17.9379, 19.1365], [12.9453, 7.5360, 16.4434], [14.4988, 7.5196, 16.5689], [15.2225, 8.0630, 15.7174], [14.9186, 6.9281, 17.7153], [16.3469, 6.9743, 18.0666], [12.4094, 6.6035, 16.5352], [12.7042, 8.1088, 15.5533], [12.6628, 8.1190, 17.2921], [14.2323, 6.4875, 18.2684], [16.7755, 6.1733, 17.4576], [16.4581, 6.6935, 19.1044], [16.7070, 7.9800, 17.7390], [18.3611, 14.4625, 17.0104], [18.1270, 12.9565, 17.3996], [18.5517, 12.4720, 18.4243], [17.4665, 12.1916, 16.4693], [17.3755, 10.6980, 16.6024], [17.9999, 14.8508, 16.0041], [19.4389, 14.6176, 17.1484], [17.8468, 15.0783, 17.7890], [17.2616, 12.5597, 15.5630], [17.9056, 10.4641, 17.5403], [17.7320, 10.2727, 15.6972], [16.3112, 10.4133, 16.7440], [11.2328, 14.6147, 12.0026], [12.3214, 15.6838, 12.4429], [13.4462, 15.6036, 11.9001], [11.9445, 16.6635, 13.2890], [12.9011, 17.7418, 13.7109], [11.1898, 14.6450, 10.9089], [10.2270, 14.7897, 12.4647], [11.6987, 13.6686, 12.3483], [11.0195, 16.5976, 13.6767], [13.9457, 17.4064, 13.5635], [12.5747, 17.9344, 14.7179], [12.7257, 18.4785, 12.9515]], "atomic_forces_ev_per_a": [[1.349, 1.215, -1.681], [0.184, -0.517, 1.057], [0.182, 0.318, 0.201], [-0.208, -0.161, -1.440], [-0.366, 0.561, 0.742], [0.074, 0.346, 0.884], [1.014, -0.936, 0.518], [-0.527, 0.463, 0.218], [-1.444, -0.132, 0.201], [-0.395, 0.423, -0.515], [-0.104, -0.708, -0.303], [-0.022, -0.655, 1.090], [-0.058, 0.416, 0.608], [-0.243, 0.137, -0.515], [0.119, 0.098, 0.373], [0.498, -0.944, -1.412], [0.222, -0.007, -0.602], [-0.589, -0.577, 0.268], [0.970, 0.357, -0.009], [-0.508, -1.264, -0.229], [-0.882, -0.218, 0.484], [1.738, -1.162, 0.643], [0.121, 0.926, 0.167], [0.057, -0.346, -0.059], [-0.348, -0.142, 0.157], [0.004, 0.030, 0.080], [-0.112, -0.128, 0.438], [0.761, 0.721, -0.524], [-0.289, 0.908, -0.298], [-0.340, -0.098, 0.031], [-0.957, 1.071, -0.257], [0.082, 0.001, -0.338], [-2.175, 0.837, -0.340], [-0.319, -0.206, 0.966], [-1.003, 0.465, -0.445], [0.467, 0.182, 1.255], [0.184, -0.937, 0.344], [-0.229, 2.128, 0.641], [1.941, 0.289, 1.637], [0.543, -0.378, -0.065], [-0.027, -0.183, -1.676], [0.661, -0.619, -0.414], [0.084, -0.038, -0.007], [0.056, 0.080, -0.044], [-0.384, -0.044, -0.364], [-0.478, -1.193, -1.139], [0.431, -0.011, -0.229], [0.265, -0.380, -0.073], [0.423, -2.294, 0.997], [0.421, 0.757, 0.473], [-1.287, 0.127, 0.186], [1.524, 0.739, -0.109], [-1.311, -1.353, -0.236], [1.288, 1.985, 0.627], [-0.550, 0.322, -0.661], [-0.125, 0.428, -0.497], [0.533, 0.681, 0.685], [0.199, -0.092, -0.586], [-0.102, 0.154, -0.912], [-0.029, -0.251, 0.460], [0.044, -0.256, -0.019], [-0.113, -0.959, 0.746], [-0.723, -0.289, 0.041], [0.119, 0.197, -0.607], [-0.097, -0.191, -0.392], [-0.101, 2.170, 0.205], [-0.293, -1.019, -0.638], [0.523, -2.056, 1.483], [-0.744, -0.610, -0.257], [-0.140, 0.337, -0.045], [0.398, -0.229, -0.263], [-0.211, -0.269, -0.412], [-0.220, 1.268, 0.714], [0.000, 0.126, 0.856], [0.643, 0.491, -0.328], [0.052, -0.047, -0.900], [1.267, -0.368, 0.372], [-0.279, -0.813, 0.767], [0.234, -0.147, 0.159], [-0.589, 1.630, -0.734], [-0.908, -0.026, 1.384], [-1.233, -0.280, -0.613], [0.338, -0.102, -0.269], [0.321, 0.249, 0.167], [0.181, -0.002, -0.784], [0.161, -0.038, -0.394], [0.376, -0.340, -0.012], [0.223, 0.049, -0.076], [-0.799, 0.977, -0.192], [0.714, -1.050, -0.320], [-0.687, 0.096, -0.046], [-1.389, 1.662, 0.026], [1.596, 0.302, 0.016], [-0.581, 0.072, -0.283], [0.748, -0.282, 0.482], [-0.042, 0.086, 0.354], [0.501, -0.816, -0.283], [0.512, 0.266, 0.379], [-0.077, -0.446, -0.143], [-0.577, -0.729, 0.146], [-0.683, -1.086, -0.627], [-0.686, 1.791, -1.484], [0.719, 0.129, 1.501], [0.261, 0.125, 0.223], [-1.476, 0.165, -0.370], [0.653, 0.225, 0.676], [0.291, -0.447, 0.141], [0.153, 0.542, 0.491], [-0.092, -0.091, -0.143], [-0.489, -0.519, 0.915], [0.870, -1.473, -0.678], [0.400, 0.675, -0.732], [0.324, 0.461, -0.687], [0.764, 0.709, -0.170], [0.188, -0.213, -0.695], [-0.239, -0.338, 1.327], [0.297, 0.830, -0.079], [0.010, -0.310, -0.087], [0.321, 0.068, 0.132], [-0.347, 0.247, -0.083], [-0.104, 0.283, -0.148], [-0.504, -0.359, 0.130], [-0.820, -0.625, 0.854], [-0.146, -0.616, -0.806], [-0.802, -0.056, -0.219], [0.746, 0.092, -0.654], [-0.064, -0.015, 0.361], [-0.203, 0.243, 0.527], [-0.216, 1.314, 1.220], [-0.166, 0.208, 0.143], [0.276, -0.173, 0.266], [0.335, -0.148, -0.282], [-0.531, -0.320, -0.329], [-0.350, -0.457, -0.354], [1.057, -0.729, 0.380], [-0.118, 0.001, -1.341], [0.716, -1.225, 0.253], [-0.320, -0.420, -0.765], [-0.170, 0.188, -0.210], [0.450, -0.061, 1.458], [-0.268, -0.758, -0.087], [-0.388, 0.376, 0.174], [-0.305, 0.754, -0.154], [0.197, 0.377, 0.010], [0.025, 0.889, -0.185], [0.214, -0.250, 0.095], [-0.492, -0.413, -0.171], [0.359, 0.289, -0.161], [1.512, 0.726, -0.137], [-0.883, -0.133, -0.916], [-0.588, -0.848, 1.480], [1.006, 1.288, -1.188], [-0.933, -0.328, -1.221], [0.196, -0.465, -0.266], [-0.142, -0.252, -0.137], [-0.579, 0.600, 0.646], [-0.460, -0.389, 0.716], [0.715, 0.353, 0.126], [0.209, 0.462, 0.239], [0.090, -0.968, 0.676], [-0.638, 0.001, 0.463], [-0.444, 0.290, -2.070], [0.273, 0.261, 0.761], [0.418, -0.914, 0.751], [-1.150, 2.165, 1.450], [0.496, -1.006, 1.120], [-0.277, 0.146, -0.236], [0.448, -0.473, -0.505], [-0.251, 0.524, -0.488], [0.093, -0.262, -0.707], [0.525, -0.719, -0.515], [0.555, 0.047, -0.211], [0.924, 0.995, 1.460], [-0.060, -0.443, -1.701], [-1.245, 0.289, 1.050], [1.486, -1.019, -0.617], [-0.955, -2.000, -1.197], [-0.109, -0.116, 0.373], [0.870, -0.213, -0.432], [-0.690, 0.238, -0.471], [-0.003, 0.508, 0.351], [-0.732, -0.098, 0.479], [0.445, 0.850, 0.249], [0.103, 1.221, 0.309]], "largest_force_ev_per_a": 2.8, "molar_mass_g_mol": 1091.438, "e_homo_ev": -8.94, "orbital_gap_ev": 9.115, "total_charge": 0, "e_above_lowest_kj_mol": 18.3}